This record from the OMol25 dataset describes CuHO2P as an isolated structure in a non-equilibrium geometry. The level of theory is the ωB97M-V functional and the def2-TZVPD basis.

Results
**Spin multiplicity**: 2
**Frontier orbital gap (spin up / spin down)**: 8.558 / 8.573 eV
**Expectation value of S²**: 0.750
**Strongest force on any atom**: 1.8 eV/Å
**Net charge**: 0

Last column: natural (NBO) charge in e.
Geometry (Å):
P  0.03838  -1.27611  -0.25885  1.497
O  0.12094  0.25891  -0.36382  -1.188
O  0.51707  -1.65306  1.15525  -1.186
Cu  0.91245  0.43790  1.67252  0.877
H  -1.58883  2.23235  -2.20510  0.000

This record from the OMol25 dataset describes one molecule with the formula C3H7PSi in a non-equilibrium geometry. The level of theory is the ωB97M-V functional and the def2-TZVPD basis.

Results
**SMILES**: CC#CP[SiH3]
**Frontier orbital gap**: 9.789 eV
**Strongest force on any atom**: 4.2 eV/Å
**Energy relative to the best compared isomer or geometry (same formula, charge and spin)**: 0.067 eV
**Net charge**: 0

Last column: natural (NBO) charge in e.
Geometry (Å):
C  -2.84540  -0.23328  -0.18532  -0.687
C  -1.35384  -0.45789  -0.05293  0.043
C  -0.20149  -0.73536  0.09328  -0.400
P  1.50668  -1.30185  0.01407  0.170
Si  2.47662  0.73675  -0.13563  0.596
H  -2.81192  0.51048  -1.02977  0.245
H  -3.11136  -1.28413  -0.33759  0.254
H  -3.17263  0.30637  0.66269  0.238
H  1.71817  -1.21445  1.37306  -0.006
H  2.49144  1.52750  -1.48955  -0.132
H  1.54415  1.42932  0.67700  -0.159
H  3.75958  0.71654  0.41069  -0.162

This record from the OMol25 dataset describes C24H24N2O2S as an isolated structure in a non-equilibrium geometry. The level of theory is the ωB97M-V functional and the def2-TZVPD basis.

Results
**Frontier orbital gap**: 6.321 eV
**Strongest force on any atom**: 3.7 eV/Å
**Energy relative to the best compared isomer or geometry (same formula, charge and spin)**: 5.030 eV
**Net charge**: 0

Last column: natural (NBO) charge in e.
Geometry (Å):
C  3.89340  -0.83621  0.83170  -0.410
N  2.47133  -1.11729  0.82218  -0.311
C  1.50156  -0.18199  0.65278  0.180
C  0.21209  -0.79203  0.77187  -0.248
C  -0.99420  -0.15733  0.63161  0.040
C  -2.24032  -0.85269  0.67780  -0.057
C  -2.52056  -1.98597  -0.14949  -0.198
C  -3.70300  -2.70153  -0.02221  -0.229
C  -4.65233  -2.35304  0.94759  -0.008
C  -5.88262  -3.18959  1.12350  -0.631
C  -4.42630  -1.21302  1.73330  -0.212
C  -3.27941  -0.44856  1.56892  -0.195
C  0.49483  -2.21946  1.08455  0.009
C  -0.27156  -3.32066  1.44030  -0.205
C  0.35056  -4.56917  1.62653  -0.214
C  1.74418  -4.70472  1.53456  -0.204
C  2.54707  -3.58075  1.28417  -0.234
C  1.89989  -2.37142  1.05798  0.107
H  4.44315  -1.77769  0.88413  0.223
H  4.17414  -0.29314  -0.07868  0.225
H  4.16292  -0.21458  1.69701  0.221
H  1.73981  0.86297  0.46066  0.245
H  -0.98438  1.10903  0.40621  0.347
H  -1.77028  -2.28823  -0.88359  0.215
H  -3.88915  -3.56448  -0.66561  0.214
H  -6.52731  -2.76304  1.89701  0.216
H  -6.45752  -3.25100  0.19098  0.223
H  -5.63357  -4.21874  1.41412  0.219
H  -5.17316  -0.93170  2.47923  0.214
H  -3.10821  0.44996  2.16692  0.226
H  -1.34389  -3.20955  1.57827  0.240
H  -0.26319  -5.44347  1.84857  0.222
H  2.20492  -5.68431  1.66731  0.222
H  3.63310  -3.63023  1.25310  0.214
C  4.21982  4.30104  -3.23301  -0.629
C  2.87080  4.06776  -2.61481  -0.016
C  2.47700  4.80828  -1.49557  -0.243
C  1.24200  4.58908  -0.89044  -0.127
C  0.39265  3.59846  -1.39171  -0.361
S  -1.21254  3.31543  -0.61265  2.322
N  -1.01335  2.24174  0.57551  -1.188
O  -1.55597  4.59919  -0.04836  -0.971
O  -2.01773  2.69192  -1.63063  -0.964
C  0.74585  2.89131  -2.54559  -0.183
C  1.98450  3.12179  -3.14096  -0.228
H  4.35878  3.65804  -4.10582  0.214
H  4.33706  5.34477  -3.54856  0.222
H  5.02583  4.08805  -2.52019  0.216
H  3.14836  5.57320  -1.10138  0.209
H  0.93358  5.19249  -0.04154  0.228
H  -0.61249  2.61667  1.42712  0.381
H  0.05063  2.17710  -2.97858  0.241
H  2.27319  2.56734  -4.03612  0.209

This record from the OMol25 dataset describes C12H30N2O8STi as an isolated structure in a non-equilibrium geometry. The level of theory is the ωB97M-V functional and the def2-TZVPD basis.

Results
**Spin multiplicity**: 4
**Frontier orbital gap (spin up / spin down)**: 3.226 / 5.655 eV
**Expectation value of S²**: 3.753
**Strongest force on any atom**: 5.0 eV/Å
**Energy relative to the best compared isomer or geometry (same formula, charge and spin)**: 1.549 eV
**Net charge**: -1

Last column: natural (NBO) charge in e.
Geometry (Å):
Ti  5.47301  4.93752  21.16575  0.706
S  6.05069  2.60083  22.98851  2.632
O  4.80937  3.26222  22.58644  -1.134
O  7.12402  3.37952  22.43020  -1.121
O  6.21860  2.56218  24.39517  -1.076
O  6.14490  1.24381  22.47494  -1.095
C  -3.12551  4.68890  20.78045  -0.251
O  -1.77525  4.57825  20.40046  -0.559
C  -0.93713  3.80741  21.31461  -0.115
C  0.05371  4.77996  22.07326  -0.260
N  0.34536  5.90864  21.18670  -0.638
C  1.36093  5.45622  20.26808  -0.261
C  2.65040  6.34459  20.27151  -0.051
O  3.56293  6.01798  21.34285  -0.610
C  3.32771  6.73410  22.63945  -0.258
H  -3.23039  5.17877  21.74850  0.177
H  -3.64473  3.75809  20.55217  0.177
H  -3.55947  5.39747  20.07497  0.182
H  -0.36616  3.07522  20.74365  0.188
H  -1.33766  3.10188  22.04256  0.191
H  0.93789  4.31423  22.50850  0.229
H  -0.39085  5.16940  22.98913  0.181
H  -0.55604  6.03012  20.74757  0.377
H  0.91330  5.58381  19.28246  0.183
H  1.58411  4.39042  20.21951  0.204
H  2.32846  7.38396  20.33590  0.177
H  3.21109  6.09369  19.37108  0.194
H  2.60651  6.11844  23.17698  0.189
H  2.86260  7.70279  22.45662  0.175
H  4.15363  6.77233  23.34972  0.220
C  8.86949  9.67776  22.08214  -0.245
O  8.20945  8.84242  21.13355  -0.548
C  6.89222  8.41906  21.59591  -0.092
C  6.16086  7.90445  20.31032  -0.216
N  6.64992  6.55063  20.06443  -0.694
C  6.41198  6.14323  18.65044  -0.247
C  6.54849  4.62222  18.63413  -0.087
O  5.35821  4.02223  18.93725  -0.560
C  5.54475  2.61815  19.12967  -0.255
H  9.71624  10.07450  21.52202  0.182
H  9.27413  9.12716  22.93139  0.176
H  8.24360  10.51043  22.40308  0.163
H  6.29293  9.27361  21.91005  0.156
H  6.76285  7.78495  22.47299  0.220
H  6.40792  8.54130  19.46092  0.172
H  5.07560  7.83949  20.38828  0.209
H  7.61845  6.39451  20.30456  0.386
H  7.21854  6.59927  18.07633  0.180
H  5.46959  6.42415  18.18026  0.209
H  7.43863  4.37823  19.21395  0.193
H  6.85278  4.33636  17.62726  0.152
H  4.59338  2.27275  19.53429  0.217
H  6.47402  2.31782  19.61378  0.224
H  5.73833  2.32902  18.09671  0.152

This record from the OMol25 dataset describes C5H12ClCrEuO2 as an isolated structure in a non-equilibrium geometry. The level of theory is the ωB97M-V functional and the def2-TZVPD basis.

Results
**Spin multiplicity**: 11
**Frontier orbital gap (spin up / spin down)**: 4.349 / 5.380 eV
**Expectation value of S²**: 30.218
**Strongest force on any atom**: 3.0 eV/Å
**Energy relative to the best compared isomer or geometry (same formula, charge and spin)**: 0.000 eV
**Net charge**: -2

Last column: Löwdin spin population.
Geometry (Å):
Eu  -0.32285  -0.69707  1.49469  7.028
Cl  -1.84246  -0.19308  -0.70582  0.074
C  0.29036  -2.74061  0.39837  -0.019
H  0.67795  -3.26782  1.29831  -0.001
H  1.06499  -2.64688  -0.38204  -0.002
H  -0.64678  -3.18020  0.00667  -0.001
Cr  -0.10937  1.18859  -1.32107  3.138
C  -0.64346  3.16822  -0.88950  -0.012
C  0.61176  1.10604  -3.29248  -0.012
C  1.33485  0.80414  -0.09496  -0.209
H  1.67092  0.80257  -3.35546  0.002
H  0.00035  0.33554  -3.79768  0.004
H  0.49606  2.04970  -3.85184  0.007
H  -0.04483  3.62477  -0.08211  0.006
H  -0.59781  3.86820  -1.74488  0.004
H  -1.69863  3.17600  -0.55089  -0.001
H  2.12725  0.01326  -0.18377  -0.013
H  1.66917  1.50319  0.71207  0.004
O  0.19217  -2.67353  4.23014  0.006
C  -0.98816  -2.25279  4.10143  0.004
O  -1.41998  -1.22218  3.41752  -0.009
H  -1.82150  -2.76607  4.59331  0.000

This record from the OMol25 dataset describes C7H21LiN3O4 as an isolated structure in a non-equilibrium geometry. The level of theory is the ωB97M-V functional and the def2-TZVPD basis.

Results
**Frontier orbital gap**: 9.795 eV
**Strongest force on any atom**: 6.0 eV/Å
**Net charge**: +1

Last column: natural (NBO) charge in e.
Geometry (Å):
Li  -3.69446  -12.01684  5.43271  0.870
C  -4.70242  -11.26395  2.55140  0.779
O  -4.30379  -11.47210  3.68582  -0.771
N  -4.52102  -10.21326  1.87203  -0.787
N  -5.44168  -12.06772  1.81805  -0.802
H  -5.11962  -10.02061  1.08168  0.404
H  -3.93442  -9.56145  2.37315  0.414
H  -5.78036  -12.94643  2.18312  0.413
H  -5.84479  -11.64099  0.99617  0.387
C  -6.10042  -13.14426  6.93405  -0.613
C  -5.64864  -12.02391  7.82383  -0.075
C  -4.69911  -12.47345  8.95334  -0.056
O  -5.42048  -13.23127  9.92607  -0.544
C  -4.88597  -13.47072  11.18865  -0.244
N  -5.00683  -11.15228  6.82305  -0.872
H  -5.25374  -13.73000  6.57606  0.204
H  -6.67678  -12.74036  6.10170  0.204
H  -6.71434  -13.84841  7.49564  0.231
H  -6.56774  -11.63312  8.26045  0.198
H  -4.29640  -11.54891  9.36704  0.163
H  -3.85139  -13.06711  8.61123  0.165
H  -5.66484  -13.97923  11.75688  0.204
H  -4.49035  -12.65135  11.78885  0.174
H  -4.07405  -14.18155  11.03503  0.161
H  -5.75706  -10.63200  6.39113  0.377
H  -4.60984  -10.35843  7.30503  0.366
C  -1.27080  -12.22475  5.37140  -0.122
C  -1.60960  -13.67905  5.41515  -0.117
O  -3.03488  -14.00193  5.44376  -0.753
O  -2.00432  -11.57397  6.39008  -0.746
H  -1.63329  -11.76730  4.45083  0.196
H  -0.20341  -12.06089  5.51946  0.214
H  -1.06961  -14.23083  6.18458  0.187
H  -1.24392  -14.24128  4.55593  0.193
H  -3.02871  -14.90461  5.11709  0.501
H  -1.45496  -11.64302  7.17433  0.498

> strongest force on any atom of number 4 (C12H30N2O8STi)?

5.0 eV/Å

Copy entry 1 word for word.
This record from the OMol25 dataset describes CuHO2P as an isolated structure in a non-equilibrium geometry. The level of theory is the ωB97M-V functional and the def2-TZVPD basis.

Results
**Spin multiplicity**: 2
**Frontier orbital gap (spin up / spin down)**: 8.558 / 8.573 eV
**Expectation value of S²**: 0.750
**Strongest force on any atom**: 1.8 eV/Å
**Net charge**: 0

Last column: natural (NBO) charge in e.
Geometry (Å):
P  0.03838  -1.27611  -0.25885  1.497
O  0.12094  0.25891  -0.36382  -1.188
O  0.51707  -1.65306  1.15525  -1.186
Cu  0.91245  0.43790  1.67252  0.877
H  -1.58883  2.23235  -2.20510  0.000

> Look up the strongest force on any atom of the sixth one.

6.0 eV/Å

What did the third record say?
This record from the OMol25 dataset describes C24H24N2O2S as an isolated structure in a non-equilibrium geometry. The level of theory is the ωB97M-V functional and the def2-TZVPD basis.

Results
**Frontier orbital gap**: 6.321 eV
**Strongest force on any atom**: 3.7 eV/Å
**Energy relative to the best compared isomer or geometry (same formula, charge and spin)**: 5.030 eV
**Net charge**: 0

Last column: natural (NBO) charge in e.
Geometry (Å):
C  3.89340  -0.83621  0.83170  -0.410
N  2.47133  -1.11729  0.82218  -0.311
C  1.50156  -0.18199  0.65278  0.180
C  0.21209  -0.79203  0.77187  -0.248
C  -0.99420  -0.15733  0.63161  0.040
C  -2.24032  -0.85269  0.67780  -0.057
C  -2.52056  -1.98597  -0.14949  -0.198
C  -3.70300  -2.70153  -0.02221  -0.229
C  -4.65233  -2.35304  0.94759  -0.008
C  -5.88262  -3.18959  1.12350  -0.631
C  -4.42630  -1.21302  1.73330  -0.212
C  -3.27941  -0.44856  1.56892  -0.195
C  0.49483  -2.21946  1.08455  0.009
C  -0.27156  -3.32066  1.44030  -0.205
C  0.35056  -4.56917  1.62653  -0.214
C  1.74418  -4.70472  1.53456  -0.204
C  2.54707  -3.58075  1.28417  -0.234
C  1.89989  -2.37142  1.05798  0.107
H  4.44315  -1.77769  0.88413  0.223
H  4.17414  -0.29314  -0.07868  0.225
H  4.16292  -0.21458  1.69701  0.221
H  1.73981  0.86297  0.46066  0.245
H  -0.98438  1.10903  0.40621  0.347
H  -1.77028  -2.28823  -0.88359  0.215
H  -3.88915  -3.56448  -0.66561  0.214
H  -6.52731  -2.76304  1.89701  0.216
H  -6.45752  -3.25100  0.19098  0.223
H  -5.63357  -4.21874  1.41412  0.219
H  -5.17316  -0.93170  2.47923  0.214
H  -3.10821  0.44996  2.16692  0.226
H  -1.34389  -3.20955  1.57827  0.240
H  -0.26319  -5.44347  1.84857  0.222
H  2.20492  -5.68431  1.66731  0.222
H  3.63310  -3.63023  1.25310  0.214
C  4.21982  4.30104  -3.23301  -0.629
C  2.87080  4.06776  -2.61481  -0.016
C  2.47700  4.80828  -1.49557  -0.243
C  1.24200  4.58908  -0.89044  -0.127
C  0.39265  3.59846  -1.39171  -0.361
S  -1.21254  3.31543  -0.61265  2.322
N  -1.01335  2.24174  0.57551  -1.188
O  -1.55597  4.59919  -0.04836  -0.971
O  -2.01773  2.69192  -1.63063  -0.964
C  0.74585  2.89131  -2.54559  -0.183
C  1.98450  3.12179  -3.14096  -0.228
H  4.35878  3.65804  -4.10582  0.214
H  4.33706  5.34477  -3.54856  0.222
H  5.02583  4.08805  -2.52019  0.216
H  3.14836  5.57320  -1.10138  0.209
H  0.93358  5.19249  -0.04154  0.228
H  -0.61249  2.61667  1.42712  0.381
H  0.05063  2.17710  -2.97858  0.241
H  2.27319  2.56734  -4.03612  0.209